ORCA calculation (wB97M-V/def2-TZVPD) on C7H9ILiN4O3 as an isolated structure at a distorted geometry.

```
25
Properties=species:S:1:pos:R:3:forces:R:3
Li 0.0577 -0.2797 -0.2857 0.181 0.239 -0.090
N 1.1438 -2.0302 -0.3284 -0.763 -0.359 -0.129
C 2.5802 -1.7571 -0.2586 1.281 -0.786 -0.927
C 3.0115 -0.2785 -0.1680 -1.175 -1.428 -1.248
O 4.1690 -0.1032 0.2011 0.944 0.717 0.634
N 2.0629 0.5095 -0.6175 -0.121 -0.187 0.221
C 2.2365 1.8862 -0.3273 -0.878 1.175 1.003
C 0.9967 2.3129 0.5446 1.349 -0.086 0.722
O 0.9590 3.1036 1.4607 0.275 0.389 -0.516
O -0.0351 1.5424 0.2661 -2.327 0.282 0.269
H 0.8647 -2.5653 0.4815 -0.132 -0.121 -0.025
H 0.8094 -2.5470 -1.1536 0.625 0.342 0.543
H 3.1105 -2.1889 -1.1684 -0.542 0.425 1.092
H 3.0341 -2.2174 0.6311 -0.194 -0.145 -0.294
H 2.1800 2.5165 -1.2275 0.288 0.035 0.097
H 3.1415 2.1081 0.2758 -0.387 0.064 -0.484
I -6.1759 -1.0793 -0.1205 -1.698 -0.867 0.018
C -4.2877 -0.5157 0.0435 2.608 1.981 1.980
C -3.8918 0.8522 0.1356 0.317 -0.804 -1.435
N -2.5671 0.9300 0.0248 0.205 0.083 1.437
N -2.0455 -0.3254 0.1476 0.399 0.318 0.072
C -3.0503 -1.1744 0.2866 -1.528 -1.611 -1.898
H -4.4434 1.7826 0.1866 -0.311 -0.279 -0.276
H -0.9345 1.8008 0.6967 1.429 -0.446 -0.954
H -2.9264 -2.2826 0.2731 0.155 1.071 0.187
```
Forces are in eV/Å.

Output
Total charge   -1
Gap between HOMO and LUMO   7.3 eV
Total energy   -1022.24213 Ha

Let us look at the Löwdin charges, expressed in e, one per atom: 0.641, -0.073, -0.211, -0.646, -0.039, -0.051, -0.161, -0.509, 0.069, -0.060, 0.066, 0.082, 0.126, 0.105, 0.113, 0.121, 0.808, -0.905, -0.276, -0.095, -0.135, -0.279, 0.084, 0.131, 0.095